Record 1
119
Properties=species:S:1:pos:R:3:forces:R:3 method="wB97M-V/def2-TZVPD" orbital_gap_ev=6.11 homo_ev=-2.05 total_charge=-2 lumo_energy_ev=4.0605 largest_force_ev_per_a=1.429 spin_multiplicity=1 de_lowest_ev=0.251
Sn 0.7222 -0.0921 0.2709 0.1 0.2 0.0
C 5.4432 4.4880 -2.3691 0.0 0.0 0.0
C 5.0089 4.9587 -0.9803 0.0 0.0 0.0
C 4.5013 6.4020 -1.1139 0.0 0.0 0.0
C 6.2403 4.9435 -0.0632 0.0 0.0 0.0
C 3.9132 4.0721 -0.3862 0.0 0.0 0.0
C 3.4695 2.9129 -1.0125 0.0 0.0 0.0
C 2.4702 2.1221 -0.4584 0.0 0.0 0.0
N 1.9704 0.9569 -1.0753 -0.1 -0.2 -0.1
C 1.3845 1.0539 -2.3508 0.0 0.0 0.0
C 2.0759 1.3911 -3.4977 0.0 0.0 0.0
C 1.4316 1.5045 -4.7341 0.0 0.0 0.0
C 0.0777 1.2303 -4.7756 0.0 0.0 0.0
C -0.6679 0.8278 -3.6572 0.0 -0.1 0.1
C -0.0080 0.7274 -2.4239 0.1 0.0 -0.1
O -0.5992 0.3466 -1.3086 0.0 -0.1 0.2
C -2.1516 0.4956 -3.8854 0.0 0.0 0.0
C -2.8524 1.7064 -4.5256 0.0 0.0 0.0
C -2.2473 -0.7052 -4.8417 0.0 0.0 0.0
C -2.9369 0.1272 -2.6216 0.0 0.0 0.0
C 2.2472 1.8990 -5.9650 0.0 0.0 0.0
C 1.3957 1.9523 -7.2340 0.0 0.0 0.0
C 3.3701 0.8762 -6.1905 0.0 0.0 0.0
C 2.8708 3.2852 -5.7490 0.0 0.0 0.0
C 1.8903 2.4911 0.7819 0.0 0.0 0.0
O 0.9046 1.7468 1.2712 -0.1 -0.1 0.0
C 2.3577 3.6386 1.4507 0.0 0.0 0.0
C 3.3508 4.4019 0.8422 0.0 0.0 0.0
C 1.7638 4.0306 2.8069 0.0 0.0 0.0
C 1.9831 2.8993 3.8236 0.0 0.0 0.0
C 2.4140 5.2928 3.3810 0.0 0.0 0.0
C 0.2610 4.3108 2.6553 0.0 0.0 0.0
H 6.1995 5.1697 -2.7689 0.0 0.0 0.0
H 5.8764 3.4869 -2.3362 0.0 0.0 0.0
H 4.5988 4.4719 -3.0614 0.0 0.0 0.0
H 5.2770 7.0446 -1.5440 0.0 0.0 0.0
H 3.6233 6.4358 -1.7619 0.0 0.0 0.0
H 4.2173 6.8150 -0.1453 0.0 0.0 0.0
H 7.0356 5.5780 -0.4694 0.0 0.0 0.0
H 5.9886 5.3050 0.9348 0.0 0.0 0.0
H 6.6231 3.9264 0.0389 0.0 0.0 0.0
H 3.9019 2.5993 -1.9497 0.0 0.0 0.0
H 3.1430 1.5584 -3.4269 0.0 0.0 0.0
H -0.4394 1.2933 -5.7239 0.0 0.0 0.0
H -2.4220 1.9735 -5.4926 0.0 0.0 0.0
H -3.9129 1.4832 -4.6785 0.0 0.0 0.0
H -2.7761 2.5773 -3.8707 0.0 0.0 0.0
H -1.7387 -0.5141 -5.7892 0.0 0.0 0.0
H -1.7921 -1.5841 -4.3826 0.0 0.0 0.0
H -3.2965 -0.9355 -5.0534 0.0 0.0 0.0
H -2.9125 0.9333 -1.8879 0.0 0.0 0.0
H -3.9796 -0.0480 -2.9122 0.0 0.0 0.0
H -2.5446 -0.7691 -2.1437 0.0 0.0 0.0
H 0.9461 0.9811 -7.4503 0.0 0.0 0.0
H 0.5940 2.6884 -7.1450 0.0 0.0 0.0
H 2.0219 2.2340 -8.0853 0.0 0.0 0.0
H 2.9502 -0.1194 -6.3454 0.0 0.0 0.0
H 3.9673 1.1456 -7.0682 0.0 0.0 0.0
H 4.0365 0.8237 -5.3286 0.0 0.0 0.0
H 2.0904 4.0333 -5.5940 0.0 0.0 0.0
H 3.5152 3.2919 -4.8691 0.0 0.0 0.0
H 3.4717 3.5802 -6.6158 0.0 0.0 0.0
H 3.7084 5.2883 1.3504 0.0 0.0 0.0
H 3.0516 2.7230 3.9673 0.0 0.0 0.0
H 1.5446 3.1731 4.7895 0.0 0.0 0.0
H 1.5318 1.9734 3.4801 0.0 -0.1 0.0
H 3.4871 5.1582 3.5362 0.0 0.0 0.0
H 2.2638 6.1591 2.7320 0.0 0.0 0.0
H 1.9602 5.5166 4.3503 0.0 0.0 0.0
H -0.2543 3.4346 2.2666 0.0 0.0 0.0
H -0.1720 4.5786 3.6248 0.0 0.0 0.0
H 0.0999 5.1435 1.9651 0.0 0.0 0.0
F -1.6186 -2.6784 -1.0617 0.0 -0.2 -0.2
N 3.4077 -0.9955 2.1639 0.0 0.0 0.0
C 2.4932 -0.7330 1.5074 -0.1 0.0 0.0
I -0.6278 -2.0597 2.9967 0.0 0.0 0.0
C -1.0004 -0.6612 1.4362 0.1 -0.1 -0.1
H -1.4289 0.2233 1.8989 0.0 0.0 0.0
H -1.6881 -1.1515 0.7501 0.0 0.0 0.0
C -0.1765 -6.3469 -1.6332 0.1 0.0 0.0
Si -0.9604 -4.6178 -1.3516 -1.0 1.0 0.1
C -2.0999 -4.9741 0.1080 0.0 -0.3 0.1
C -1.8176 -4.4253 -3.0295 0.1 -0.2 -0.1
Sb 0.9329 -2.9958 -0.7720 0.9 -0.1 0.0
Si 2.3110 -2.8836 -2.9343 0.0 0.1 0.0
C 1.2334 -2.2876 -4.3499 0.0 0.0 0.0
C 3.0287 -4.5472 -3.4780 0.0 0.0 0.1
C 3.7473 -1.6925 -2.7146 0.0 0.0 0.0
Si 2.7939 -4.3455 0.4582 0.0 0.0 0.0
C 2.4244 -4.4069 2.3019 0.0 0.0 0.0
C 2.9056 -6.1750 -0.0374 -0.1 0.0 0.0
C 4.5381 -3.6724 0.2173 0.0 0.0 0.0
H -0.9638 -7.0027 -2.0243 0.0 0.0 0.0
H 0.2099 -6.8017 -0.7183 0.0 0.0 0.0
H 0.6331 -6.3303 -2.3680 0.0 0.0 0.0
H -2.8168 -5.7582 -0.1609 0.0 -0.1 0.0
H -2.6310 -4.0683 0.3881 0.0 -0.1 0.0
H -1.5301 -5.3314 0.9703 0.0 0.0 0.0
H -2.6012 -5.1888 -3.1090 0.0 0.0 0.0
H -1.1240 -4.5976 -3.8579 0.0 0.0 0.0
H -2.2633 -3.4406 -3.1193 0.0 0.0 0.0
H 0.3578 -2.9254 -4.4850 0.0 0.0 0.0
H 1.8096 -2.2937 -5.2812 0.0 0.0 0.0
H 0.8841 -1.2682 -4.1736 0.0 0.0 0.0
H 2.2361 -5.2564 -3.7260 0.0 0.0 0.0
H 3.6632 -4.9988 -2.7125 0.0 0.0 0.0
H 3.6369 -4.3911 -4.3754 0.0 0.0 0.0
H 3.4265 -0.7800 -2.2093 0.0 0.0 0.0
H 4.1479 -1.4231 -3.6975 0.0 0.0 0.0
H 4.5518 -2.1362 -2.1241 0.0 0.0 0.0
H 1.4219 -4.8038 2.4818 0.0 0.0 0.0
H 2.4870 -3.4171 2.7516 0.0 0.0 0.0
H 3.1494 -5.0647 2.7937 0.0 0.0 0.0
H 2.0809 -6.7435 0.3969 0.0 0.0 0.0
H 3.8383 -6.5738 0.3766 0.0 0.0 0.0
H 2.9047 -6.3519 -1.1140 0.0 0.0 0.0
H 4.5839 -2.5960 0.3777 0.0 0.0 0.0
H 4.9196 -3.9075 -0.7795 0.0 0.0 0.0
H 5.1943 -4.1517 0.9515 0.0 0.0 0.0

***

Record 2
136
Properties=species:S:1:pos:R:3:forces:R:3 method="wB97M-V/def2-TZVPD" orbital_gap_ev=5.52 homo_ev=-4.08 total_charge=-1 lumo_energy_ev=1.4412 largest_force_ev_per_a=2.344 spin_multiplicity=1
C 8.3196 0.0338 -2.6153 0.3 0.3 -0.3
O 7.0552 -0.3852 -3.0644 0.4 -0.2 0.3
C 6.6428 -1.6667 -2.6197 -0.9 -0.7 -0.8
C 6.1157 -2.4691 -3.8225 0.0 0.5 -0.5
C 4.6982 -2.0282 -4.2594 0.3 -0.5 0.1
C 3.5857 -2.9142 -3.6322 0.8 0.6 0.3
C 2.6552 -2.1839 -2.6671 -1.2 -0.3 -0.6
C 1.6083 -1.2561 -3.3683 0.7 0.7 0.2
Ta 2.0479 1.0110 -3.2429 -0.5 -1.6 -1.6
P 1.6158 1.0755 -0.6344 0.3 0.1 0.0
S -0.1605 1.8095 -0.1358 -0.5 0.2 0.5
H 8.2557 0.9513 -2.0202 -0.2 -0.1 0.0
H 8.8475 -0.7133 -2.0154 -0.2 -0.1 0.0
H 8.9442 0.2521 -3.4915 0.0 0.0 0.1
H 7.4483 -2.2490 -2.1641 0.1 0.3 0.2
H 5.7996 -1.5519 -1.9298 0.3 0.0 0.3
H 6.1534 -3.5450 -3.6223 -0.1 0.1 0.2
H 6.7936 -2.3077 -4.6703 0.2 0.1 0.2
H 4.6445 -2.0815 -5.3500 -0.1 0.1 0.0
H 4.5912 -0.9770 -3.9866 -0.2 0.0 -0.1
H 4.1005 -3.7040 -3.0727 -0.2 0.0 0.0
H 3.0418 -3.4116 -4.4394 -0.3 0.1 0.2
H 3.1939 -1.6367 -1.8959 0.3 -0.1 -0.1
H 2.0805 -2.9595 -2.1419 0.2 0.0 0.1
H 1.4029 -1.5945 -4.3901 0.0 0.0 0.1
H 0.6630 -1.3698 -2.8127 0.0 0.3 -0.1
H 0.2540 1.4357 -3.4594 0.1 0.2 0.4
H 2.4788 2.8146 -3.2483 0.1 0.0 -0.1
H 3.8261 0.7052 -2.7512 -0.3 0.3 0.5
H 2.4220 1.0044 -5.0457 0.2 0.1 0.2
H 2.6723 1.8422 -0.0671 -0.1 -0.4 0.2
H 1.8053 -0.2170 -0.0686 0.3 0.3 0.1
C -1.4196 4.6905 2.5362 -0.1 0.1 0.3
C -2.2058 5.6680 1.7036 0.4 -0.4 0.2
C -1.3812 6.7173 1.0005 0.0 0.0 -0.3
O -2.3312 7.7955 0.8670 0.1 -0.1 0.1
C -3.2197 7.6770 1.8823 0.0 0.0 0.1
O -4.0246 8.5064 2.1714 0.0 0.1 0.0
O -3.0636 6.4974 2.5214 -0.1 0.2 -0.2
H -2.0915 4.0394 3.0951 0.0 -0.1 -0.1
H -0.7837 4.0708 1.9035 0.0 -0.1 -0.1
H -0.7967 5.2112 3.2664 0.0 0.1 -0.1
H -2.8430 5.1301 0.9967 0.0 0.1 0.0
H -1.0185 6.3995 0.0262 -0.1 0.1 -0.1
H -0.5410 7.0700 1.6027 0.0 -0.1 0.1
C -0.9620 10.6015 -0.7381 0.0 -0.3 0.2
C 0.1984 10.3944 -1.6776 -0.4 0.1 0.3
C -0.1462 10.4670 -3.1446 0.1 0.2 -0.2
O 0.8779 9.6492 -3.7288 -0.1 0.0 0.1
C 1.2572 8.7400 -2.7886 0.1 -0.2 0.1
O 1.9553 7.8073 -2.9994 0.0 0.0 0.0
O 0.7224 9.0590 -1.5806 0.1 0.1 -0.2
H -0.6522 10.4264 0.2918 0.0 0.1 0.0
H -1.3449 11.6192 -0.8190 0.1 0.0 0.0
H -1.7711 9.9018 -0.9483 0.0 0.0 -0.1
H 1.0103 11.0865 -1.4319 0.0 0.0 -0.1
H -0.1051 11.4770 -3.5474 0.1 -0.1 -0.1
H -1.1179 10.0237 -3.3747 0.0 0.0 0.1
C 0.5928 -2.6493 2.7930 0.0 0.2 -0.1
C 1.5715 -3.5183 2.0478 -0.3 0.3 0.3
C 2.7527 -3.9863 2.8600 0.0 -0.2 0.0
O 3.7507 -4.1880 1.8412 0.0 0.0 0.1
C 3.4553 -3.3437 0.8168 -0.2 0.2 -0.1
O 4.1701 -3.1177 -0.1046 0.3 -0.2 0.1
O 2.2341 -2.7918 0.9941 0.2 -0.2 0.0
H -0.1671 -2.2626 2.1112 0.0 -0.1 0.0
H 0.0974 -3.2197 3.5838 0.3 0.2 -0.2
H 1.0948 -1.7857 3.2322 0.1 -0.1 0.0
H 1.0507 -4.3644 1.5881 0.1 0.0 0.0
H 2.5663 -4.9108 3.3996 0.1 -0.1 -0.1
H 3.1203 -3.2298 3.5563 -0.1 0.0 0.0
C -4.9143 -5.5995 2.0668 -0.3 0.1 0.5
C -3.4752 -5.1791 2.1932 -0.5 -0.1 -0.3
C -2.4797 -6.3098 2.2001 0.2 -0.1 -0.2
O -1.3906 -5.7350 2.9472 -0.1 0.0 0.0
C -1.9211 -4.8127 3.7840 -0.1 0.0 0.1
O -1.3203 -4.2776 4.6624 -0.2 -0.2 0.1
O -3.2167 -4.5764 3.4801 0.2 0.0 0.0
H -5.5699 -4.7331 2.1774 0.1 0.0 -0.1
H -5.0989 -6.0551 1.0953 0.1 0.0 0.0
H -5.1802 -6.3112 2.8526 0.2 0.1 -0.3
H -3.2242 -4.4431 1.4242 0.1 0.0 0.0
H -2.1537 -6.5989 1.2041 0.2 0.1 0.1
H -2.8418 -7.1894 2.7373 -0.1 0.1 0.0
C 8.2623 -5.6274 5.2809 0.1 0.3 0.1
C 6.8246 -5.4918 5.7172 0.4 -0.1 -0.2
C 5.8036 -5.7707 4.6420 -0.2 -0.2 -0.1
O 4.6865 -4.9888 5.0863 0.2 0.0 0.1
C 5.1818 -3.9491 5.8049 0.0 0.1 0.0
O 4.5470 -3.0119 6.1598 0.0 0.0 0.0
O 6.5047 -4.1321 6.0561 -0.2 -0.1 0.0
H 8.9339 -5.3074 6.0775 0.0 -0.1 0.0
H 8.4898 -6.6627 5.0269 0.0 0.0 0.0
H 8.4654 -4.9970 4.4145 -0.1 0.0 0.0
H 6.6389 -6.1075 6.6029 -0.1 0.0 0.0
H 5.5310 -6.8213 4.5709 -0.2 0.1 0.1
H 6.1088 -5.4073 3.6577 0.1 0.0 0.0
C -8.6306 -5.8784 6.8022 -0.1 0.1 -0.4
C -7.6001 -6.9546 6.5679 -0.3 0.4 0.2
C -6.2369 -6.6709 7.1498 0.1 -0.1 0.2
O -5.3839 -7.4355 6.2865 -0.1 0.1 0.0
C -6.0017 -7.5250 5.0863 0.1 0.0 -0.1
O -5.4875 -7.9248 4.0911 -0.1 -0.2 0.2
O -7.2808 -7.0831 5.1704 0.1 -0.2 0.1
H -9.5497 -6.1069 6.2630 0.0 -0.1 0.1
H -8.8608 -5.7932 7.8640 0.0 0.0 0.0
H -8.2739 -4.9139 6.4384 0.1 0.0 0.1
H -7.9791 -7.9217 6.9116 0.1 0.0 0.0
H -6.1317 -6.9991 8.1811 0.1 -0.1 -0.1
H -5.9532 -5.6188 7.0719 -0.1 0.0 0.0
C 2.0941 10.5880 -6.7878 -0.2 0.1 0.3
C 1.2864 11.5583 -7.6109 0.4 -0.4 0.2
C 2.0860 12.6377 -8.2960 0.0 0.1 -0.2
O 1.1200 13.6928 -8.4188 0.0 -0.1 0.1
C 0.2289 13.5428 -7.4059 -0.1 0.0 0.1
O -0.5921 14.3467 -7.1051 0.0 0.0 0.0
O 0.4104 12.3509 -6.7845 -0.1 0.1 -0.2
H 1.4375 9.9126 -6.2418 0.0 -0.1 -0.1
H 2.7534 9.9962 -7.4227 0.0 0.0 -0.1
H 2.6970 11.1142 -6.0463 0.0 0.0 -0.1
H 0.6644 11.0170 -8.3298 0.0 0.1 0.0
H 2.4570 12.3422 -9.2745 -0.1 0.1 -0.1
H 2.9167 12.9996 -7.6855 0.0 -0.1 0.1
C -9.5120 -5.7102 -2.1428 0.1 -0.3 -0.2
C -8.2700 -5.4813 -1.3178 -0.4 0.0 -0.2
C -7.6135 -4.1359 -1.5119 0.0 0.2 0.2
O -6.2499 -4.4229 -1.1776 -0.1 -0.1 -0.1
C -6.0346 -5.7329 -1.4498 0.1 -0.1 -0.1
O -4.9677 -6.2538 -1.4548 0.0 0.0 0.0
O -7.2071 -6.3669 -1.7111 0.1 0.1 0.2
H -9.8622 -6.7359 -2.0274 0.0 0.0 0.1
H -10.3078 -5.0326 -1.8336 0.0 0.0 0.0
H -9.3074 -5.5564 -3.2031 0.0 0.1 0.0
H -8.4805 -5.6648 -0.2598 0.1 0.0 0.0
H -8.0130 -3.3631 -0.8593 0.2 0.0 0.1
H -7.6506 -3.7918 -2.5482 -0.1 -0.1 0.0